Formula: Cl2H2NO2P
Source: OMol25
Level of theory: the ωB97M-V functional and the def2-TZVPD basis

For the frontier orbital gap (alpha / beta), the calculation gives 0.2831 / 0.3057 Ha. For the energy relative to the best compared isomer or geometry (same formula, charge and spin), the calculation gives 249.18 kJ/mol. The value obtained for the HOMO energy (alpha / beta) is -8.69 / -9.72 eV.

Positions of all 8 atoms, in Å:
N  -0.235  0.183  -0.419
O  2.629  -1.345  -0.569
O  0.126  0.199  -1.674
P  2.232  -0.911  -1.880
Cl  3.185  0.636  -2.752
Cl  2.213  -2.463  -3.208
H  0.388  0.642  0.400
H  -0.566  -0.700  -0.078



Formula: C5H34NO13
Source: OMol25
Level of theory: the ωB97M-V functional and the def2-TZVPD basis

As for the charge: -1. For the frontier orbital gap, the calculation gives 0.3363 Ha. For the energy relative to the best compared isomer or geometry (same formula, charge and spin), the calculation gives 393.10 kJ/mol. The value obtained for the HOMO energy is -6.36 eV.

Positions of all 53 atoms, in Å:
C  -0.637  1.998  1.147
N  0.018  0.684  0.892
C  -0.762  -0.103  -0.174
C  -0.356  -1.643  0.211
C  -1.274  -2.693  -0.251
O  0.996  -1.981  -0.100
C  -0.474  0.256  -1.638
O  -0.019  1.570  -1.745
H  -1.648  1.679  1.295
H  -0.454  2.388  2.181
H  -0.437  2.854  0.347
H  1.002  0.706  0.744
H  -1.829  -0.089  0.060
H  -0.407  -1.707  1.251
H  -1.072  -2.853  -1.364
H  -0.933  -3.590  0.206
H  -2.387  -2.440  0.017
H  1.387  -1.222  -0.615
H  -1.252  0.192  -2.405
H  0.426  -0.289  -2.180
H  0.901  -2.537  -1.872
H  1.584  -2.644  -3.184
O  0.697  -2.533  -2.797
H  -2.788  2.215  -0.682
H  -1.441  2.264  -1.433
O  -2.351  2.519  -1.439
H  -3.358  -0.317  -2.115
H  -2.876  -1.782  -2.324
O  -3.306  -1.189  -1.727
H  3.083  2.045  0.786
H  3.087  1.962  2.206
O  3.205  1.455  1.495
H  -3.222  0.826  2.042
H  -4.021  0.254  0.957
O  -4.062  0.943  1.551
H  3.361  -0.271  1.757
H  3.211  -1.614  1.223
O  3.461  -1.225  1.964
H  0.506  -1.145  3.980
H  0.103  -0.012  3.096
O  -0.228  -0.494  3.812
H  2.999  -0.128  -0.126
H  2.340  1.193  -0.748
O  2.499  -0.022  -0.925
H  2.616  2.820  -1.373
H  0.829  1.648  -1.206
O  2.185  2.387  -0.590
H  1.938  1.350  -3.372
H  2.954  0.901  -2.342
O  2.813  1.120  -3.246
H  -2.134  -1.244  2.126
H  -1.909  -1.125  3.669
O  -2.562  -1.338  2.958



Formula: C29H25F9N2O2S2TeTi
Source: OMol25
Level of theory: the ωB97M-V functional and the def2-TZVPD basis

As for the charge: -2. For the frontier orbital gap, the calculation gives 0.2107 Ha. For the energy relative to the best compared isomer or geometry (same formula, charge and spin), the calculation gives 33.82 kJ/mol. The value obtained for the HOMO energy is -1.43 eV.

Positions of all 71 atoms, in Å:
Ti  0.731  -0.254  -0.216
C  -0.359  1.598  2.275
C  0.610  0.539  1.783
N  0.107  -0.752  1.589
N  0.629  -1.856  2.274
C  0.894  -2.829  1.495
S  0.812  -2.746  -0.247
S  1.316  -4.417  2.172
C  1.193  -4.096  3.959
C  -0.168  -4.357  4.538
C  -0.432  -5.544  5.217
C  -1.690  -5.803  5.746
C  -2.707  -4.870  5.601
C  -2.453  -3.683  4.925
C  -1.196  -3.424  4.400
C  2.002  0.643  2.311
C  2.381  1.102  3.563
C  3.719  1.086  3.957
C  4.683  0.598  3.084
C  4.328  0.147  1.819
C  2.991  0.188  1.423
O  2.595  -0.171  0.209
H  -1.363  1.381  1.918
H  -0.075  2.594  1.925
H  -0.386  1.627  3.374
H  1.494  -3.058  4.098
H  1.933  -4.751  4.422
H  0.361  -6.276  5.327
H  -1.875  -6.734  6.269
H  -3.691  -5.069  6.008
H  -3.242  -2.952  4.800
H  -0.993  -2.508  3.858
H  1.626  1.468  4.249
H  4.001  1.443  4.940
H  5.725  0.576  3.386
H  5.069  -0.222  1.119
F  3.950  0.285  -4.141
C  2.865  -0.272  -3.550
F  3.300  -1.092  -2.604
F  2.265  -1.024  -4.489
C  1.873  0.792  -2.972
O  0.936  0.201  -2.224
C  2.715  1.879  -2.186
F  3.837  1.388  -1.651
F  3.094  2.917  -2.962
F  1.978  2.390  -1.193
C  1.177  1.513  -4.172
F  0.564  2.621  -3.753
F  0.260  0.729  -4.737
F  2.034  1.877  -5.157
C  -3.488  3.997  -5.682
C  -3.166  3.103  -4.512
C  -2.822  3.627  -3.274
C  -2.500  2.811  -2.194
C  -2.094  3.467  -0.902
C  -2.530  1.411  -2.330
Te  -2.166  0.174  -0.626
C  -2.882  0.874  -3.579
C  -2.925  -0.609  -3.847
C  -3.186  1.724  -4.641
H  -3.411  5.049  -5.401
H  -4.502  3.822  -6.053
H  -2.801  3.822  -6.513
H  -2.783  4.706  -3.148
H  -2.145  4.555  -0.990
H  -1.075  3.181  -0.633
H  -2.725  3.138  -0.075
H  -2.970  -1.180  -2.923
H  -2.020  -0.917  -4.376
H  -3.786  -0.862  -4.472
H  -3.442  1.284  -5.603



Formula: C2H6O3
Source: OMol25
Level of theory: the ωB97M-V functional and the def2-TZVPD basis

For the frontier orbital gap, the calculation gives 0.4071 Ha. Its SMILES is CC(=O)O.O. For the energy relative to the best compared isomer or geometry (same formula, charge and spin), the calculation gives 38.20 kJ/mol. The value obtained for the HOMO energy is -10.44 eV.

Positions of all 11 atoms, in Å:
C  -0.280  -0.859  -0.570
C  1.150  -0.608  -0.902
O  1.862  -1.357  -1.512
O  1.573  0.568  -0.388
H  -0.878  0.047  -0.659
H  -0.676  -1.613  -1.251
H  -0.445  -1.188  0.453
H  2.445  0.818  -0.730
O  -1.299  1.128  1.874
H  -2.063  1.139  1.282
H  -1.388  1.926  2.403



Formula: C4H9PS
Source: OMol25
Level of theory: the ωB97M-V functional and the def2-TZVPD basis

For the frontier orbital gap, the calculation gives 0.3603 Ha. Its SMILES is C=CCC[PH2]=S. For the energy relative to the best compared isomer or geometry (same formula, charge and spin), the calculation gives 150.05 kJ/mol. The value obtained for the HOMO energy is -8.97 eV.

Positions of all 15 atoms, in Å:
C  0.872  1.666  -1.781
C  0.418  1.316  -0.572
C  -0.388  0.104  -0.497
C  -0.256  -0.607  0.912
P  -1.203  -2.144  1.060
S  -0.978  -3.295  -0.421
H  1.534  2.431  -1.866
H  0.862  0.997  -2.699
H  0.663  1.962  0.309
H  -1.474  0.487  -0.570
H  -0.188  -0.688  -1.224
H  0.712  -0.987  0.791
H  -0.218  0.020  1.769
H  -2.455  -1.855  1.358
H  -0.566  -2.546  2.341



Formula: C5H10O2
Source: OMol25
Level of theory: the ωB97M-V functional and the def2-TZVPD basis

For the frontier orbital gap, the calculation gives 0.4166 Ha. Its SMILES is C1CC2(C1)CO2.O. For the energy relative to the best compared isomer or geometry (same formula, charge and spin), the calculation gives 262.79 kJ/mol. The value obtained for the HOMO energy is -10.42 eV.

Positions of all 17 atoms, in Å:
C  -0.407  1.082  -1.363
C  0.823  0.142  -1.231
C  0.067  -0.622  -0.149
C  -1.101  0.359  -0.178
C  0.100  -2.038  0.205
O  0.687  -1.050  1.056
H  -0.199  2.140  -1.188
H  -0.934  0.984  -2.314
H  1.090  -0.431  -2.124
H  1.725  0.624  -0.840
H  -1.146  0.953  0.739
H  -2.083  -0.078  -0.385
H  0.816  -2.702  -0.280
H  -0.796  -2.517  0.598
O  0.155  1.219  2.693
H  0.942  1.644  2.333
H  0.261  0.291  2.426



Formula: C36H21BrF4MnN9PSe
Source: OMol25
Level of theory: the ωB97M-V functional and the def2-TZVPD basis

As for the charge: +3. For the frontier orbital gap (alpha / beta), the calculation gives 0.1840 / 0.2494 Ha. For the energy relative to the best compared isomer or geometry (same formula, charge and spin), the calculation gives 53.30 kJ/mol. Its spin multiplicity is 5. The value obtained for the HOMO energy (alpha / beta) is -16.46 / -16.47 eV.

Positions of all 74 atoms, in Å:
Mn  0.172  0.351  -0.069
Se  -3.952  6.806  0.113
N  -3.410  5.669  1.324
C  -2.780  4.662  0.753
C  -2.210  3.542  1.445
C  -2.341  3.349  2.825
C  -1.792  2.210  3.380
C  -1.109  1.312  2.564
N  -0.952  1.475  1.250
C  -1.513  2.575  0.687
C  -1.428  2.682  -0.747
N  -0.760  1.692  -1.389
C  -0.778  1.692  -2.720
C  -1.439  2.651  -3.482
C  -2.067  3.701  -2.844
C  -2.066  3.731  -1.445
C  -2.711  4.758  -0.679
N  -3.286  5.834  -1.176
H  -2.874  4.083  3.410
H  -1.887  2.013  4.438
H  -0.672  0.422  2.999
H  -0.250  0.893  -3.224
H  -1.445  2.568  -4.558
H  -2.571  4.483  -3.390
F  1.002  -3.732  6.243
C  1.171  -2.932  5.217
C  2.248  -2.041  5.178
F  3.112  -1.995  6.168
C  2.399  -1.199  4.078
F  3.432  -0.364  4.024
C  1.488  -1.184  3.021
P  1.806  -0.035  1.621
C  3.395  -0.719  1.052
C  4.629  -0.158  1.368
C  5.782  -0.803  0.954
C  5.714  -1.973  0.210
C  4.479  -2.523  -0.115
C  3.320  -1.906  0.314
C  2.137  1.562  2.407
C  1.769  1.879  3.714
C  2.118  3.109  4.245
C  2.814  4.031  3.475
C  3.148  3.734  2.161
C  2.798  2.512  1.620
C  0.434  -2.093  3.069
Br  -0.830  -2.159  1.655
C  0.272  -2.960  4.144
F  -0.743  -3.803  4.147
H  4.692  0.744  1.956
H  6.738  -0.392  1.234
H  6.623  -2.463  -0.109
H  4.428  -3.434  -0.690
H  2.351  -2.341  0.090
H  1.249  1.167  4.337
H  1.858  3.336  5.268
H  3.094  4.982  3.898
H  3.697  4.442  1.561
H  3.059  2.266  0.599
N  3.244  -0.213  -3.048
C  2.870  0.442  -1.945
N  1.692  -0.021  -1.541
C  1.395  -0.996  -2.471
N  2.332  -1.110  -3.380
C  0.151  -1.739  -2.439
C  -0.150  -2.731  -3.389
N  -1.305  -3.340  -3.340
C  -2.191  -3.020  -2.428
C  -1.906  -2.027  -1.484
N  -0.737  -1.403  -1.490
H  4.079  -0.099  -3.613
H  3.452  1.217  -1.482
H  0.548  -3.004  -4.171
H  -3.134  -3.546  -2.448
H  -2.634  -1.754  -0.734



Formula: C4H7NO2
Source: OMol25
Level of theory: the ωB97M-V functional and the def2-TZVPD basis

For the frontier orbital gap, the calculation gives 0.3702 Ha. Its SMILES is C[C@@H](C=O)C(N)=O. For the energy relative to the best compared isomer or geometry (same formula, charge and spin), the calculation gives 143.22 kJ/mol. The value obtained for the HOMO energy is -9.41 eV.

Positions of all 14 atoms, in Å:
C  -1.171  -1.170  0.489
C  -0.416  -0.156  -0.366
C  -0.887  1.305  0.218
O  -1.563  1.431  1.204
C  1.002  0.223  -0.021
N  2.094  -0.012  -0.783
O  1.084  1.057  0.883
H  -1.132  -0.845  1.528
H  -2.223  -1.118  0.183
H  -0.840  -2.210  0.411
H  -0.518  -0.419  -1.441
H  -0.552  2.158  -0.398
H  2.234  -0.804  -1.386
H  2.888  0.559  -0.522